Entry 1:
{
  "formula": "C3H8N4O2",
  "method": "ωB97M-V/def2-TZVPD",
  "homo_ha": -0.35280,
  "spin_multiplicity": 1,
  "orbital_gap_ev": 9.3,
  "de_lowest_ev": 12.1817,
  "symbols": ["C", "C", "C", "H", "H", "H", "H", "H", "H", "H", "H", "N", "N", "N", "N", "O", "O"],
  "positions_angstrom": [[0.892, -0.505, -2.531], [-0.763, -0.695, -0.992], [-0.457, 0.697, 2.080], [0.530, 0.627, -3.212], [1.554, -1.740, -3.223], [1.670, 0.040, -1.328], [-0.964, -1.410, -2.901], [-2.284, -0.862, 0.168], [1.321, -0.945, 0.186], [-1.331, 0.820, 2.718], [1.960, 0.760, 0.927], [-0.246, -1.319, -2.084], [-2.115, -0.610, -0.778], [0.291, -0.280, -0.082], [0.398, 1.697, 2.096], [-0.326, -0.445, 1.316], [1.727, 1.609, 1.342]],
  "forces_ev_per_a": [[3.16, -0.17, -1.24], [-4.76, -1.38, 2.01], [3.57, 2.02, -2.09], [1.40, -3.87, 1.86], [-1.06, 4.49, 1.47], [-2.21, -1.84, -4.61], [1.42, 0.07, 2.22], [-0.26, 0.80, 1.38], [-4.42, 1.75, -1.77], [0.09, -0.34, -0.31], [-0.95, 0.07, 0.45], [-0.86, 2.72, -2.12], [5.29, -0.92, -1.92], [1.60, -1.98, 4.33], [0.36, -2.20, -0.67], [-0.26, 0.32, -0.29], [-2.11, 0.47, 1.30]]
}



Entry 2:
{
  "formula": "C3H8N4O2",
  "method": "ωB97M-V/def2-TZVPD",
  "homo_ha": -0.27357,
  "spin_multiplicity": 1,
  "orbital_gap_ev": 8.1,
  "de_lowest_ev": 1.4653,
  "symbols": ["N", "C", "C", "C", "N", "N", "N", "O", "O", "H", "H", "H", "H", "H", "H", "H", "H"],
  "positions_angstrom": [[-0.383, 0.841, -1.293], [-0.554, -0.190, -0.274], [0.324, 1.354, -0.143], [0.266, -1.344, -0.262], [-0.390, 2.282, 0.664], [-0.202, -2.486, 0.311], [1.528, -1.227, -0.689], [-1.794, -0.275, 0.361], [1.594, 1.301, -0.102], [-1.827, 0.479, 0.978], [-1.284, 1.283, -1.452], [0.219, 2.691, 1.363], [-0.853, 3.011, 0.137], [-1.117, -2.427, 0.732], [0.447, -3.139, 0.720], [1.857, -0.183, -0.590], [2.170, -1.972, -0.460]],
  "forces_ev_per_a": [[0.43, 0.10, 0.60], [-0.25, -0.24, 0.04], [0.67, 0.45, -1.07], [-0.11, 0.45, 0.51], [-0.14, -0.43, 0.38], [0.10, 0.13, -0.06], [0.09, 0.88, 0.08], [0.06, 0.04, -0.07], [-0.63, -0.07, 0.23], [0.02, -0.12, -0.09], [0.00, -0.08, 0.05], [0.02, -0.08, -0.15], [0.04, -0.13, -0.07], [0.06, 0.02, -0.07], [-0.03, 0.08, -0.02], [-0.25, -1.04, -0.17], [-0.08, 0.05, -0.10]]
}